{"formula": "C70H55CrNO4P2SSi", "method": "ωB97M-V/def2-TZVPD", "spin_multiplicity": 5, "homo_lumo_gap_ev": [6.973, 7.739], "lumo_energy_ha": [-0.0075, -0.0074], "largest_force_ha_per_bohr": 0.0353, "de_lowest_kj_mol": 67.04, "species": ["Cr", "O", "S", "C", "C", "C", "C", "C", "C", "C", "C", "C", "C", "P", "C", "C", "C", "C", "C", "C", "C", "C", "C", "C", "C", "C", "C", "C", "C", "C", "C", "C", "C", "C", "C", "C", "C", "C", "P", "C", "C", "C", "C", "C", "C", "C", "C", "C", "C", "C", "C", "C", "C", "H", "H", "H", "H", "H", "H", "H", "H", "H", "H", "H", "H", "H", "H", "H", "H", "H", "H", "H", "H", "H", "H", "H", "H", "H", "H", "H", "H", "H", "H", "H", "H", "H", "H", "H", "H", "O", "Si", "C", "C", "C", "C", "C", "C", "C", "C", "C", "C", "C", "C", "C", "C", "C", "C", "C", "C", "H", "H", "H", "H", "H", "H", "H", "H", "H", "H", "H", "H", "H", "H", "H", "O", "C", "C", "C", "C", "O", "N", "H", "H", "H", "H"], "coordinates": [[-0.196, 0.342, 0.094], [-1.549, -1.354, 1.764], [-0.651, -2.045, 0.799], [0.323, -3.018, 1.943], [0.730, -4.307, 1.678], [1.337, -5.111, 2.651], [1.486, -4.600, 3.913], [1.991, -5.217, 5.186], [1.908, -4.087, 6.242], [1.370, -2.901, 5.495], [1.090, -1.621, 5.887], [0.655, -0.711, 4.915], [0.438, -1.039, 3.587], [-0.017, 0.365, 2.487], [1.221, 1.629, 2.994], [1.189, 2.374, 4.170], [2.229, 3.227, 4.485], [3.301, 3.374, 3.620], [3.308, 2.690, 2.416], [2.273, 1.826, 2.106], [-1.509, 1.053, 3.252], [-2.482, 0.291, 3.886], [-3.640, 0.895, 4.345], [-3.846, 2.254, 4.164], [-2.884, 3.014, 3.516], [-1.727, 2.415, 3.061], [0.623, -2.389, 3.179], [1.141, -3.259, 4.157], [-1.698, -3.291, 0.027], [-2.165, -4.326, 0.810], [-2.886, -5.405, 0.291], [-3.138, -5.420, -1.055], [-3.798, -6.450, -1.925], [-3.913, -5.780, -3.310], [-3.165, -4.486, -3.171], [-2.906, -3.487, -4.072], [-2.241, -2.348, -3.613], [-1.782, -2.180, -2.308], [-1.059, -0.529, -1.977], [-2.396, 0.494, -2.734], [-2.128, 1.711, -3.355], [-3.162, 2.521, -3.792], [-4.479, 2.140, -3.594], [-4.757, 0.929, -2.981], [-3.726, 0.104, -2.570], [0.253, -0.238, -3.211], [0.560, -1.040, -4.301], [1.452, -0.586, -5.256], [2.046, 0.658, -5.126], [1.802, 1.432, -4.002], [0.921, 0.977, -3.039], [-2.022, -3.209, -1.352], [-2.735, -4.327, -1.842], [0.528, -4.723, 0.704], [1.640, -6.117, 2.408], [3.016, -5.570, 5.068], [1.381, -6.077, 5.474], [2.886, -3.855, 6.667], [1.247, -4.354, 7.070], [1.211, -1.296, 6.909], [0.481, 0.306, 5.229], [0.338, 2.314, 4.835], [2.205, 3.788, 5.409], [4.119, 4.030, 3.880], [4.121, 2.831, 1.721], [2.274, 1.291, 1.164], [-2.349, -0.775, 3.985], [-4.398, 0.299, 4.833], [-4.757, 2.724, 4.508], [-3.039, 4.071, 3.350], [-0.985, 2.999, 2.532], [-1.948, -4.305, 1.866], [-3.219, -6.199, 0.941], [-4.769, -6.753, -1.538], [-3.170, -7.343, -1.968], [-4.956, -5.588, -3.574], [-3.488, -6.397, -4.102], [-3.232, -3.545, -5.101], [-2.107, -1.530, -4.309], [-1.109, 2.027, -3.522], [-2.936, 3.454, -4.287], [-5.284, 2.783, -3.916], [-5.782, 0.620, -2.825], [-3.961, -0.843, -2.105], [0.110, -2.015, -4.408], [1.675, -1.209, -6.111], [2.703, 1.022, -5.900], [2.295, 2.385, -3.877], [0.738, 1.565, -2.139], [1.661, -0.406, -0.103], [2.987, -1.249, -0.230], [2.711, -2.764, -1.354], [3.771, -3.516, -1.847], [3.546, -4.597, -2.681], [2.252, -4.949, -3.033], [1.186, -4.200, -2.566], [1.429, -3.117, -1.741], [3.680, -1.946, 1.421], [4.056, -1.134, 2.489], [4.574, -1.666, 3.657], [4.726, -3.032, 3.796], [4.367, -3.858, 2.746], [3.854, -3.319, 1.580], [4.408, -0.415, -1.206], [4.311, -0.393, -2.596], [5.362, 0.031, -3.385], [6.549, 0.438, -2.802], [6.668, 0.417, -1.423], [5.606, 0.001, -0.637], [4.782, -3.242, -1.574], [4.385, -5.167, -3.057], [2.080, -5.801, -3.677], [0.173, -4.460, -2.841], [0.610, -2.506, -1.382], [3.940, -0.064, 2.405], [4.870, -1.006, 4.460], [5.124, -3.449, 4.711], [4.496, -4.927, 2.836], [3.581, -3.984, 0.773], [3.400, -0.739, -3.065], [5.262, 0.019, -4.460], [7.379, 0.762, -3.414], [7.601, 0.705, -0.960], [5.714, -0.024, 0.440], [-0.778, 3.018, -0.273], [-1.873, 2.507, -0.047], [-3.252, 3.141, -0.071], [-4.150, 1.992, 0.377], [-3.236, 0.771, 0.276], [-3.569, -0.391, 0.207], [-1.951, 1.195, 0.199], [-3.487, 3.460, -1.088], [-3.289, 4.016, 0.576], [-5.037, 1.853, -0.236], [-4.458, 2.101, 1.419]]}